Run P
N2O3S | ωB97M-V/def2-TZVPD

Computed properties:
HOMO-LUMO gap = 8.625 eV
spin multiplicity = 1

CARTESIAN COORDINATES (ANGSTROEM)
S: -1.160 -0.531 -0.169
O: 1.632 0.619 -0.009
O: -1.414 0.707 0.755
O: 0.367 -1.153 0.196
N: 1.598 -0.555 -0.088
N: -1.023 0.913 -0.685

---

Run Q
N2O3S | ωB97M-V/def2-TZVPD

Computed properties:
HOMO-LUMO gap = 11.193 eV
spin multiplicity = 1

CARTESIAN COORDINATES (ANGSTROEM)
O: -1.229 -0.597 -1.259
O: -0.813 -0.950 1.061
S: -0.805 -0.023 -0.050
O: -0.636 1.386 0.105
N: 1.236 -0.086 -0.090
N: 2.249 0.270 0.233

---

Run R
N2O3S | ωB97M-V/def2-TZVPD

Computed properties:
HOMO-LUMO gap = 11.624 eV
spin multiplicity = 1

CARTESIAN COORDINATES (ANGSTROEM)
O: 1.562 -0.869 0.071
S: 0.563 -0.002 0.545
N: -0.630 0.094 -0.965
O: -0.623 -0.645 1.045
O: 0.709 1.342 0.817
N: -1.581 0.079 -1.513

---

Relative energies, in eV, with the most stable structure set to zero: run P 6.678; run Q 0.000; run R 0.458.

---

Run P
C8H19N2O2 | ωB97M-V/def2-TZVPD

Computed properties:
HOMO-LUMO gap = 9.833 eV
spin multiplicity = 1
total charge = +1

CARTESIAN COORDINATES (ANGSTROEM)
H: 2.257 -0.692 -0.436
N: 0.480 1.184 -2.224
H: 0.562 2.382 -4.078
H: 1.590 1.953 -0.546
H: 2.225 0.583 -3.073
C: -2.079 -1.407 0.958
H: 1.912 2.622 -2.049
N: -0.548 0.625 -1.436
H: -0.244 -3.065 2.070
H: -1.421 1.065 1.631
H: -1.187 -2.429 3.318
C: 1.131 2.260 -1.408
H: -0.354 -1.744 -0.876
C: 0.308 1.403 -3.612
H: -2.156 -2.415 0.824
C: 1.273 0.319 -3.271
H: 0.398 3.162 -1.161
H: -0.299 0.890 2.859
H: 1.050 -0.762 -3.095
C: -1.124 0.346 2.388
O: 1.548 -1.125 -0.944
H: -1.842 0.402 3.164
O: 0.255 -0.678 0.882
H: -1.295 0.126 -1.938
C: 0.350 -0.993 -0.354
C: -0.440 -2.107 2.715
H: -3.116 -1.094 1.300
H: 0.486 -1.849 3.239
H: -0.592 1.067 -4.053
H: -2.148 -0.864 -0.014
C: -0.878 -0.989 1.767

---

Run Q
C8H19N2O2 | ωB97M-V/def2-TZVPD

Computed properties:
HOMO-LUMO gap = 9.026 eV
spin multiplicity = 1
total charge = +1

CARTESIAN COORDINATES (ANGSTROEM)
H: -3.802 1.415 1.522
H: 3.142 0.052 -0.887
H: -0.193 -0.951 1.191
H: 4.691 -0.275 -0.973
C: -3.330 0.434 1.606
N: 4.028 0.499 -0.781
H: -0.554 -2.571 -0.648
H: -1.167 2.508 0.757
N: -1.253 -0.840 0.923
O: 1.675 -0.572 -1.199
H: -4.070 -0.301 1.127
H: -1.285 1.932 2.464
C: -0.040 -2.200 -1.444
H: 0.856 -2.735 -1.623
O: -0.426 0.248 -1.024
C: 4.095 1.115 0.626
C: -2.677 -0.745 -1.181
H: 0.214 1.592 1.252
C: -1.009 1.697 1.400
H: -0.686 -2.138 -2.360
H: -3.153 -1.715 -0.728
H: -3.396 0.025 -1.480
H: 4.740 0.482 1.348
H: -3.147 0.094 2.632
C: -1.621 -0.261 -0.269
H: -2.140 -1.080 -2.106
H: 4.228 1.297 -1.393
H: 3.118 1.312 0.919
C: -1.925 0.444 1.013
H: 4.628 2.058 0.491
C: 0.458 -0.820 -1.172

---

Relative energies, in eV, with the most stable structure set to zero: run P 2.940; run Q 0.000.

---

Run P
C16H17N | ωB97M-V/def2-TZVPD

Computed properties:
structure (SMILES) = Cc1c[nH]c2ccccc12.Cc1ccccc1
HOMO-LUMO gap = 8.727 eV
spin multiplicity = 1

CARTESIAN COORDINATES (ANGSTROEM)
H: 3.195 -2.441 0.265
C: 1.766 2.364 2.169
H: 0.865 2.767 2.630
H: 2.071 -2.537 -1.936
C: 1.232 0.568 -1.048
C: 1.964 0.737 0.136
C: 2.649 -0.379 0.667
C: 2.732 -1.520 -0.084
C: -1.430 0.045 1.867
C: -1.703 -2.271 -1.061
H: -0.737 -0.583 2.419
C: -3.109 -0.417 -1.504
H: -3.298 0.973 0.130
H: 0.118 3.460 -0.170
C: -1.428 -1.815 0.214
C: 2.125 -1.623 -1.362
H: 2.906 -0.392 1.716
H: -3.616 0.164 -2.262
H: 1.947 1.476 2.785
H: -0.441 1.750 -1.705
C: -1.947 -0.596 0.606
C: 1.376 -0.567 -1.839
H: 2.578 3.087 2.230
N: 0.438 1.666 -1.225
C: 1.529 1.977 0.733
H: -0.686 -2.308 0.829
H: -2.296 0.260 2.503
C: 0.616 2.504 -0.126
H: -2.767 -2.046 -2.898
C: -2.823 0.067 -0.236
H: -1.120 -3.105 -1.433
H: -0.983 1.024 1.697
C: -2.580 -1.626 -1.921
H: 0.857 -0.662 -2.786

---

Run Q
C16H17N | ωB97M-V/def2-TZVPD

Computed properties:
structure (SMILES) = Cc1c[nH]c2ccccc12.Cc1ccccc1
HOMO-LUMO gap = 8.586 eV
spin multiplicity = 1

CARTESIAN COORDINATES (ANGSTROEM)
H: -0.155 0.628 -3.405
C: 1.151 2.041 0.769
H: -2.433 -0.072 -2.870
H: 0.046 3.646 0.307
C: -3.128 -2.110 -1.246
C: 1.923 -0.183 1.334
H: -0.798 -2.935 -0.127
H: -3.267 -3.186 -1.390
C: -1.605 -0.434 -2.290
H: 1.770 -0.235 -2.242
H: 1.717 -1.234 1.427
C: -0.653 -2.149 -0.876
C: 0.805 -0.622 -1.932
C: -0.294 -0.008 -2.547
C: -1.304 -0.234 2.423
H: -0.682 -1.030 2.839
H: 3.937 -0.528 1.012
C: 2.414 2.400 0.274
H: 4.482 1.805 0.290
C: 0.932 0.819 1.466
H: -1.951 2.454 1.594
C: -0.447 0.861 1.917
C: -0.952 2.068 1.483
H: -1.982 -0.657 1.687
N: 0.044 2.830 0.904
H: -1.842 0.119 3.321
C: 3.447 1.507 0.358
C: -1.748 -1.553 -1.465
H: 2.531 3.425 -0.025
H: -3.361 -2.043 -0.175
H: -3.906 -1.614 -1.840
C: 3.164 0.217 0.831
H: 1.484 -2.298 -0.711
C: 0.660 -1.696 -1.096

---

Relative energies, in eV, with the most stable structure set to zero: run P 0.000; run Q 0.484.

---

Run P
C6H11FN | ωB97M-V/def2-TZVPD

Computed properties:
structure (SMILES) = C=C(F)C(=C)[C@@H](C)[NH3+]
HOMO-LUMO gap = 9.820 eV
spin multiplicity = 1
total charge = +1

CARTESIAN COORDINATES (ANGSTROEM)
C: -0.268 0.055 0.551
H: 1.538 1.921 -0.118
H: 0.666 1.655 1.724
N: 1.100 -0.624 -1.289
C: -2.030 -1.715 1.476
C: 0.140 0.414 -0.831
C: 0.860 1.837 -0.965
H: -2.522 -2.594 1.166
C: -1.110 -1.212 0.664
F: -0.804 -2.112 -0.319
H: 1.403 1.681 -1.882
H: 1.451 -0.689 -2.251
H: 0.094 2.634 -0.997
H: -0.142 0.294 2.584
H: -2.418 -0.936 2.222
H: 0.785 -1.498 -0.968
H: 1.976 -0.305 -0.909
C: 0.060 0.792 1.611
H: -0.779 0.402 -1.470

---

Run Q
C6H11FN | ωB97M-V/def2-TZVPD

Computed properties:
structure (SMILES) = [NH3+]/C=C/CC/C=C/F
HOMO-LUMO gap = 9.133 eV
spin multiplicity = 1
total charge = +1

CARTESIAN COORDINATES (ANGSTROEM)
H: 1.219 0.090 1.907
H: 2.555 1.078 1.507
C: 1.080 0.596 0.184
H: -2.014 -1.161 0.312
H: -0.908 1.791 0.237
H: 0.909 -1.164 -2.089
H: -0.986 0.449 -2.124
C: 0.276 -1.279 -1.288
N: 1.560 0.981 1.543
C: -1.676 -0.274 -0.140
H: 0.057 -2.326 -1.077
H: 0.777 -1.265 0.973
C: -1.155 -0.458 -1.541
C: -1.293 0.798 0.555
H: 1.245 1.279 -0.581
C: 0.772 -0.662 0.022
H: 1.056 1.771 1.892
F: -1.689 0.899 1.824
H: -1.787 -1.143 -2.117

---

Relative energies, in eV, with the most stable structure set to zero: run P 0.000; run Q 1.542.

---

Run P
C2H4FP | ωB97M-V/def2-TZVPD

Computed properties:
HOMO-LUMO gap (spin up / spin down) = 7.332 / 8.324 eV
spin multiplicity = 1

CARTESIAN COORDINATES (ANGSTROEM)
C: 0.093 0.471 -0.065
C: -1.020 -0.279 0.529
F: -1.850 -1.058 -0.146
H: -0.164 0.833 -1.020
H: 1.197 -1.392 -1.101
H: -1.431 -0.063 1.442
H: 0.448 1.406 0.402
P: 1.454 -0.880 0.097

---

Run Q
C2H4FP | ωB97M-V/def2-TZVPD

Computed properties:
structure (SMILES) = C=CPF
HOMO-LUMO gap = 10.343 eV
spin multiplicity = 1

CARTESIAN COORDINATES (ANGSTROEM)
C: 1.270 -0.548 0.364
C: 0.278 0.316 0.196
H: -1.589 1.026 -1.331
H: 1.001 -1.633 0.501
P: -1.683 0.567 0.125
F: -2.277 -0.933 -0.158
H: 0.694 1.282 0.085
H: 2.306 -0.076 0.218

---

Run R
C2H4FP | ωB97M-V/def2-TZVPD

Computed properties:
structure (SMILES) = CC#P.F
HOMO-LUMO gap = 10.047 eV
spin multiplicity = 1

CARTESIAN COORDINATES (ANGSTROEM)
C: 1.571 -0.212 0.036
H: 1.604 0.682 0.624
C: 0.247 -0.775 0.135
P: -1.229 -1.284 0.208
H: -3.460 0.885 -0.376
H: 2.464 -0.955 0.260
H: 1.577 0.244 -0.933
F: -2.774 1.415 0.046

---

Relative energies, in eV, with the most stable structure set to zero: run P 2.124; run Q 0.000; run R 0.667.

---

Run P
C7H9Cl | ωB97M-V/def2-TZVPD

Computed properties:
structure (SMILES) = C=C[C@@]1(Cl)CC12CC2
HOMO-LUMO gap = 10.449 eV
spin multiplicity = 1

CARTESIAN COORDINATES (ANGSTROEM)
C: -0.364 2.346 0.504
Cl: 2.623 0.889 -0.324
H: 0.680 -1.120 1.668
H: -0.562 -0.813 -1.495
C: 1.046 0.060 -0.153
H: 1.540 -2.527 -0.877
C: -0.213 0.903 -0.011
C: 1.414 -2.374 0.214
C: -0.946 1.111 1.223
C: 1.063 -1.152 0.625
H: -0.964 2.747 -0.181
H: 0.604 2.642 0.771
H: 1.450 -3.192 0.876
H: -2.066 1.069 1.334
H: -0.389 0.937 2.079
H: 0.145 0.632 -2.143
C: -0.034 0.133 -1.231

---

Run Q
C7H9Cl | ωB97M-V/def2-TZVPD

Computed properties:
structure (SMILES) = CCC1=CC=C[C@@H]1Cl
HOMO-LUMO gap = 7.699 eV
spin multiplicity = 1

CARTESIAN COORDINATES (ANGSTROEM)
H: -0.667 2.251 -1.074
Cl: -1.973 -1.216 2.703
C: -0.425 -0.344 1.380
C: -0.001 -0.294 -0.169
H: -1.976 0.140 -0.784
H: 2.791 -1.283 1.305
H: 0.883 -0.978 3.083
C: 1.778 -0.974 1.116
H: 0.342 1.458 -2.287
H: 1.897 -0.630 -1.095
H: -1.374 1.725 -2.602
H: -0.771 0.640 1.672
C: 1.288 -0.631 -0.209
C: 0.806 -0.807 2.026
H: -0.976 -0.643 -2.011
C: -0.975 0.112 -1.219
C: -0.646 1.473 -1.834

---

Relative energies, in eV, with the most stable structure set to zero: run P 1.213; run Q 0.000.

---

Run P
C28H39ClN5O4SZr | ωB97M-V/def2-TZVPD

Computed properties:
HOMO-LUMO gap = 7.670 eV
spin multiplicity = 1
total charge = +1

CARTESIAN COORDINATES (ANGSTROEM)
H: 3.589 2.596 2.133
H: 2.767 -3.996 -0.005
Zr: 0.140 -0.214 0.218
C: -1.296 3.522 3.453
H: -2.866 0.684 5.122
C: -2.706 0.538 -1.108
H: -2.813 2.164 0.309
C: 1.133 3.014 3.138
O: 0.578 -1.184 -1.683
C: 1.027 -2.111 -3.814
H: 0.321 4.030 4.676
H: 4.518 6.659 3.066
H: -2.241 5.761 2.051
H: 0.197 5.927 2.478
Cl: 3.159 -5.264 -5.030
C: 3.574 2.544 3.221
H: 2.378 3.552 4.627
H: 0.359 2.368 -2.534
N: -2.547 -2.272 -0.054
H: -1.391 3.411 2.376
N: -2.868 -0.881 3.724
C: 4.124 5.701 3.406
O: -0.949 0.262 3.479
H: 0.309 3.929 -0.623
H: -3.123 4.477 3.959
C: -2.065 4.746 3.934
C: 1.181 -2.108 -2.414
C: -1.152 2.399 -1.024
C: 4.794 3.240 3.810
C: -1.904 5.996 3.067
H: -4.461 -2.891 1.604
H: -4.593 -1.998 3.939
N: 2.342 3.167 3.695
C: 2.413 -4.071 -4.019
C: -3.740 -2.188 1.987
H: 3.182 -4.876 -2.197
H: 3.570 1.484 3.492
C: -0.913 0.654 -2.697
C: 5.146 4.590 3.186
C: -0.496 6.579 3.011
H: -3.811 -0.757 5.571
N: 0.117 3.628 3.773
H: 1.506 -3.059 -5.670
C: -2.032 -0.010 -2.198
H: 5.641 2.564 3.675
C: -2.262 1.720 -0.512
C: 1.633 -3.071 -4.596
C: -0.484 1.834 -2.110
O: 0.951 -0.597 1.683
H: -3.609 0.075 -0.731
H: -2.589 6.758 3.445
H: 3.196 5.517 2.863
H: -1.784 4.969 4.970
C: -1.760 -0.451 2.948
N: -1.724 -0.896 1.625
H: -2.029 -0.778 5.646
O: 1.669 -2.361 0.345
H: -0.096 6.742 4.016
H: 5.305 4.449 2.113
H: 6.106 4.910 3.597
C: -0.760 3.757 -0.521
C: 2.580 -4.102 -2.658
H: -1.291 4.513 -1.106
C: -2.655 -1.740 1.193
H: -0.501 7.542 2.500
C: 2.148 -3.181 -0.418
H: -2.390 -0.914 -2.676
H: -1.701 2.611 3.901
C: -2.895 -0.403 5.105
H: 0.426 -1.353 -4.293
H: -1.930 -1.813 -0.712
H: -3.412 -2.555 -0.489
C: 1.971 -3.132 -1.854
C: -3.807 -1.714 3.252
H: -0.388 0.271 -3.553
H: -1.019 3.892 0.521
H: 4.667 3.351 4.894
H: 3.879 5.807 4.467
S: 0.958 2.118 1.724

---

Run Q
C28H39ClN5O4SZr | ωB97M-V/def2-TZVPD

Computed properties:
HOMO-LUMO gap = 8.121 eV
spin multiplicity = 1
total charge = +1

CARTESIAN COORDINATES (ANGSTROEM)
H: 6.198 -1.358 2.322
H: 4.885 0.208 0.933
H: -2.695 -0.287 2.328
C: 1.447 1.559 -3.643
C: -2.335 -0.022 0.369
C: 3.769 -3.472 1.334
H: 0.230 3.491 -5.176
C: 3.408 -1.246 0.374
H: -3.198 1.747 2.268
C: 0.081 2.569 -0.247
H: -4.470 -2.637 2.013
C: 4.574 -0.824 1.039
H: -7.155 0.376 1.468
H: 5.140 1.784 -4.727
C: 1.531 1.863 1.566
H: -5.725 -1.096 -0.052
N: 4.614 0.658 -2.316
C: -2.649 -3.691 2.560
H: 3.234 3.696 -0.724
C: 3.009 -2.591 0.547
H: -4.540 -3.427 3.588
H: -2.324 -3.005 0.530
H: -0.559 1.434 1.465
C: -1.776 -3.076 1.471
C: 4.903 -3.028 1.962
C: 0.739 2.673 -5.681
H: -0.313 -1.516 1.227
C: -3.890 -2.877 2.908
H: -5.362 0.329 -1.019
C: 2.588 2.521 0.936
O: 2.749 -0.403 -0.385
C: 4.107 1.727 -4.423
H: -2.956 -4.685 2.228
H: 0.880 0.527 3.124
C: -6.290 0.762 0.925
H: 2.617 0.483 2.803
H: -7.019 -0.218 -0.861
C: 3.118 2.202 -5.202
H: -3.325 1.376 -0.611
H: 3.310 2.660 -6.161
O: 0.295 1.488 -3.219
H: -0.936 -1.640 2.864
H: 3.452 -4.502 1.445
N: 2.441 1.054 -2.859
H: -4.213 2.593 1.127
H: 0.019 1.885 -5.889
Zr: 0.976 -0.294 -1.606
N: -3.163 1.022 0.317
H: 4.242 0.236 -1.473
H: -6.550 1.785 0.637
C: 1.746 1.138 2.864
C: 1.796 -3.082 -0.051
Cl: 5.845 -4.106 2.938
H: 1.172 3.031 -6.610
C: -5.115 0.796 1.903
H: 1.001 3.716 -1.807
C: -6.081 -0.098 -0.320
H: -5.447 1.250 2.840
C: -3.898 1.598 1.441
S: -1.682 -0.612 -1.105
C: 3.721 1.133 -3.180
C: 0.278 1.911 0.966
N: 1.810 2.147 -4.830
C: 2.397 3.191 -0.256
C: -1.209 -1.700 1.809
H: 5.588 0.617 -2.553
O: 0.924 -1.275 -3.033
N: -2.122 -0.589 1.557
H: 3.572 2.501 1.391
C: 1.143 3.211 -0.858
H: 1.582 -4.154 0.076
H: -2.050 -3.845 3.463
H: -0.895 2.576 -0.717
H: -4.826 -0.232 2.146
O: 0.980 -2.401 -0.664
H: -0.928 -3.738 1.273
H: 1.919 1.837 3.683
C: 5.303 -1.697 1.815
H: -3.635 -1.940 3.413

---

Relative energies, in eV, with the most stable structure set to zero: run P 3.965; run Q 0.000.

---

Run P
C3H4I2 | ωB97M-V/def2-TZVPD

Computed properties:
structure (SMILES) = I/C=C/CI
HOMO-LUMO gap = 9.278 eV
spin multiplicity = 1

CARTESIAN COORDINATES (ANGSTROEM)
H: -1.651 1.308 -0.115
C: 0.309 0.111 0.055
H: 0.786 0.741 0.852
H: -1.269 0.540 1.422
I: 3.239 -0.277 -0.154
I: -2.558 -1.156 -0.263
C: 1.302 -0.422 -0.772
H: 1.153 -1.273 -1.457
C: -1.311 0.428 0.432

---

Run Q
C3H4I2 | ωB97M-V/def2-TZVPD

Computed properties:
HOMO-LUMO gap (spin up / spin down) = 8.071 / 6.009 eV
spin multiplicity = 1

CARTESIAN COORDINATES (ANGSTROEM)
C: -0.225 -0.751 -0.718
H: -0.135 -1.692 -0.988
H: 1.107 1.158 -0.713
I: -0.372 -0.836 2.567
H: 1.738 -0.249 0.247
C: -0.192 -0.136 0.653
H: -0.865 -0.213 -1.339
C: 0.899 0.182 -0.274
I: -1.955 2.538 0.565

---

Run R
C3H4I2 | ωB97M-V/def2-TZVPD

Computed properties:
HOMO-LUMO gap = 9.104 eV
spin multiplicity = 1

CARTESIAN COORDINATES (ANGSTROEM)
C: 0.770 0.081 -0.214
H: 1.595 -0.171 -0.855
H: 1.102 0.540 0.625
I: -2.824 1.879 0.021
H: -0.586 -0.499 -1.417
C: -1.777 -0.009 0.282
I: -3.047 -1.701 0.050
C: -0.523 -0.115 -0.497
H: -1.429 0.150 1.561

---

Relative energies, in eV, with the most stable structure set to zero: run P 0.221; run Q 1.591; run R 0.000.